[1]
A cluster of 2 separate species, H2NO5PS in total. Source: OMol25; level of theory: wB97M-V/def2-TZVPD.

Each line ends with the Mulliken charge.
Cartesian coordinates (Å):
N: -0.838 0.810 -2.210  -0.716
O: 2.003 -1.321 -0.644  -0.612
O: 0.402 -0.848 2.336  -0.582
O: -0.200 -2.403 -0.283  -0.596
O: -1.207 0.801 1.483  -0.569
O: 1.176 1.333 1.588  -0.597
P: 0.572 -1.141 -0.319  0.649
S: 0.159 0.288 1.502  0.887
H: -0.267 1.665 -1.833  0.065
H: -1.800 0.815 -1.619  0.071

Cartesian forces, eV/Å:
-0.75 0.70 2.30
0.57 1.09 -0.29
0.14 -1.22 1.85
-1.13 0.42 -0.02
0.51 -0.38 -0.05
-0.21 -0.28 -0.28
-0.32 0.33 0.02
-0.22 0.91 -1.75
-1.48 -1.80 -0.45
2.89 0.23 -1.32

Results
* charge: -2
* HOMO (alpha / beta): 0.4 / 0.4 eV
* F_max: 0.0618 Eh/bohr
* lowest unoccupied orbital energy (alpha / beta): 6.25 / 6.25 eV

***

[2]
A cluster of 2 separate species, C3H4FNO in total. Source: OMol25; level of theory: wB97M-V/def2-TZVPD.

Each line ends with the Mulliken charge.
Cartesian coordinates (Å):
C: -2.744 -0.791 -1.732  -0.054
C: 0.546 0.016 -0.020  0.580
C: 1.544 0.599 1.107  -0.929
N: -0.646 -0.193 0.082  -0.505
O: -3.629 -1.100 -1.034  -0.156
F: 1.139 -0.300 -1.239  -0.280
H: -1.347 -0.469 -0.733  0.444
H: 1.743 1.444 0.500  0.276
H: 2.391 0.005 1.147  0.325
H: 1.003 0.789 1.922  0.298

Cartesian forces, eV/Å:
-4.45 -1.49 2.58
1.84 -0.92 0.20
-1.61 -1.24 -6.39
-4.09 -0.13 -0.05
3.61 1.27 -3.03
0.81 0.62 0.65
3.27 0.75 2.02
0.93 1.63 0.28
1.51 -1.15 0.48
-1.80 0.65 3.26

Results
* HOMO: -10.2 eV
* F_max: 0.1304 Eh/bohr
* lowest unoccupied orbital energy: 0.45 eV

***

[3]
An isolated molecule of C4H5NO. Source: OMol25; level of theory: wB97M-V/def2-TZVPD.

Each line ends with the Mulliken charge.
Cartesian coordinates (Å):
C: -1.708 -0.321 -0.008  -1.048
C: -0.187 -0.234 -0.094  1.013
C: 0.387 1.027 0.173  -0.763
N: 1.807 0.936 0.136  -0.266
C: 2.415 -0.032 -0.206  0.250
O: 0.528 -1.217 -0.411  -0.676
H: -2.001 -1.064 0.740  0.288
H: -2.170 0.638 0.258  0.300
H: -2.122 -0.626 -0.976  0.284
H: -0.072 1.668 0.914  0.269
H: 3.124 -0.775 -0.524  0.349

Cartesian forces, eV/Å:
0.11 -0.10 0.01
0.09 0.26 -0.01
0.87 -0.32 0.78
-0.75 -1.25 -0.34
-1.47 0.14 0.16
0.34 0.61 -0.12
0.09 0.01 -0.15
0.31 -0.19 -0.04
0.17 -0.04 0.16
0.21 0.49 -0.53
0.02 0.40 0.09

Results
* HOMO: -8.3 eV
* F_max: 0.0291 Eh/bohr
* lowest unoccupied orbital energy: 0.53 eV

***

Which value of F_max does entry 1 give? 0.0618 Eh/bohr